(1)
This record from OMol25 describes a 2-piece molecular cluster, C3H13N7OP overall in a non-equilibrium geometry. The level of theory is ωB97M-V with the def2-TZVPD basis set.

Computed properties:
LUMO level (spin up / spin down) (eV): -4.767 / -4.765
Maximum force (eV Å⁻¹): 4.785
Highest occupied orbital energy (spin up / spin down) (eV): -11.96 / -11.96
Relative energy (zero: lowest compared OMol25 entry of this formula, charge and spin) (kJ/mol): 0.0

The geometry in ORCA input format:
```
! wB97M-V def2-TZVPD RIJCOSX def2/J DEFGRID3
* xyz 1 1
C 1.54346 -1.86251 0.18054
C -2.43176 -0.79909 -0.03001
C 1.71641 2.93725 -1.06389
N 1.49733 -0.52167 0.28898
N 2.82946 -2.31381 0.33902
N 0.58474 -2.62923 -0.42893
N -3.59280 -0.28929 -0.60522
N -2.26038 -0.36069 1.25068
N 0.80423 2.77815 0.11699
N 0.38677 -0.00056 0.78110
O -1.65568 -1.47159 -0.66871
P -0.22905 1.51575 0.59611
H 2.53785 2.18346 -1.10309
H 1.07370 2.87358 -1.93831
H 2.15400 3.89199 -0.95822
H 3.46959 -1.65420 0.75528
H 3.18907 -3.22075 0.02254
H -0.39004 -2.28259 -0.61308
H 0.77916 -3.68045 -0.54141
H -4.03361 0.54517 -0.18386
H -3.44832 -0.30087 -1.61613
H -2.98604 0.09505 1.71230
H 0.20533 3.60464 -0.00603
H -1.55763 -0.74491 1.83939
H -0.18578 1.70717 1.87395
*
```

(2)
This record from OMol25 describes a 4-piece molecular cluster, C3H13NO2 overall in a non-equilibrium geometry. The level of theory is ωB97M-V with the def2-TZVPD basis set.

Computed properties:
LUMO level (spin up / spin down) (eV): 4.190 / 3.668
Maximum force (eV Å⁻¹): 4.450
Highest occupied orbital energy (spin up / spin down) (eV): -4.13 / -3.90
Relative energy (zero: lowest compared OMol25 entry of this formula, charge and spin) (kJ/mol): 248.8

The geometry in ORCA input format:
```
! wB97M-V def2-TZVPD RIJCOSX def2/J DEFGRID3
* xyz -1 2
C -2.06419 -0.85318 0.37794
C -0.69402 -0.20025 0.02728
C -0.56547 1.24351 0.57525
N -0.56745 -0.22931 -1.45372
H -2.11361 -1.78044 -0.06229
H -2.89826 -0.32490 -0.05627
H -2.14579 -0.92920 1.46501
H 0.13315 -0.81859 0.45775
H -1.27408 1.89981 0.18813
H 0.46550 1.66128 0.29112
H -0.60225 1.19893 1.79125
H 0.49366 0.05993 -1.65947
H -1.18581 0.48053 -1.78416
H 2.00264 -1.40204 -1.09994
H 2.93803 -0.26735 1.61325
O 2.00182 -0.17310 1.26808
H 2.09094 0.22574 0.30825
H 2.04711 -0.49078 -1.14803
O 1.93809 0.69942 -1.09941
*
```

(3)
This record from OMol25 describes a 3-piece molecular cluster, C3H13NO2 overall in a non-equilibrium geometry. The level of theory is ωB97M-V with the def2-TZVPD basis set.

Computed properties:
LUMO level (eV): 0.826
Maximum force (eV Å⁻¹): 5.570
Highest occupied orbital energy (eV): -8.63
Relative energy (zero: lowest compared OMol25 entry of this formula, charge and spin) (kJ/mol): 203.6
SMILES: CN(C)C.O.O

The geometry in ORCA input format:
```
! wB97M-V def2-TZVPD RIJCOSX def2/J DEFGRID3
* xyz 0 1
C -0.47908 1.56645 -0.27100
N -0.62881 0.21497 -0.93515
C -1.69383 -0.60058 -0.35267
C -0.72480 0.25587 -2.45386
H 0.40244 1.55401 0.32019
H -1.36189 1.82230 0.35051
H -0.42063 2.35452 -1.04412
H -1.73052 -1.60758 -0.62597
H -1.59483 -0.42598 0.74882
H -2.70897 -0.12097 -0.60994
H -0.51789 -0.70483 -2.66589
H -0.07307 1.04444 -2.79622
H -1.76409 0.33307 -2.65532
H 2.63906 -1.36984 2.28654
H 2.89542 -2.65690 3.08777
O 3.30818 -1.88591 2.77150
H 2.03904 0.45279 2.08699
H 0.97387 -0.01147 1.01522
O 1.44040 -0.21438 1.74262
*
```

(4)
This record from OMol25 describes a 4-piece molecular cluster, C3H13NO3 overall in a non-equilibrium geometry. The level of theory is ωB97M-V with the def2-TZVPD basis set.

Computed properties:
LUMO level (spin up / spin down) (eV): 3.308 / 3.266
Maximum force (eV Å⁻¹): 2.844
Highest occupied orbital energy (spin up / spin down) (eV): 0.43 / -3.93
Relative energy (zero: lowest compared OMol25 entry of this formula, charge and spin) (kJ/mol): 29.1

The geometry in ORCA input format:
```
! wB97M-V def2-TZVPD RIJCOSX def2/J DEFGRID3
* xyz -1 2
C 0.39004 1.43275 0.63404
C 1.67670 1.12171 -0.07315
C 1.64009 0.31817 -2.32423
N 1.46506 0.02071 -1.04486
H -0.39600 1.49245 -0.06492
H 0.39783 2.47226 1.07822
H 0.20998 0.64155 1.38196
H 2.29884 1.98528 -0.49141
H 2.34188 0.77087 0.73556
H 1.75109 1.29624 -2.75488
H 1.60438 -0.56101 -2.95784
H -2.74556 -0.55062 -0.18117
H -1.76227 -0.57518 -1.29977
O -2.51828 -0.09114 -0.98872
H 0.59628 -1.36777 0.01464
H -0.19741 -2.65424 0.21750
O -0.02768 -1.79244 0.62632
H -1.76280 -1.42479 1.84415
H -2.43223 -1.44864 3.25931
O -2.52994 -1.08614 2.38926
*
```